(1)
Entry from OMol25: a cluster of 2 separate species, CH5N3O2S in total at a distorted geometry (wB97M-V/def2-TZVPD).

- multiplicity = 1
- ΔE to the lowest compared entry with this formula, charge and spin (kJ/mol) = 489.6
- charge = 0
- maximum force (Eh/bohr) = 0.0704

CARTESIAN COORDINATES (ANGSTROEM)
C 0.261 -1.222 0.326
N 1.013 -0.898 -0.916
N 0.480 0.032 1.005
N -0.733 1.516 0.143
O 3.067 -0.386 0.582
O 1.947 1.437 -0.664
S 1.846 0.206 0.057
H -0.720 -1.498 0.196
H 0.688 -2.123 0.823
H 1.227 -1.811 -1.308
H 0.095 1.909 -0.437
H -0.751 2.023 1.052

natural (NBO) atomic charge list, values in e, 6 entries:
1. C -0.1259
2. N -0.8718
3. N -0.5407
4. N -0.5452
5. O -0.8859
6. O -0.9135

(2)
Entry from OMol25: a structure of composition C3H4O2S at a distorted geometry (wB97M-V/def2-TZVPD).

- multiplicity = 1
- ΔE to the lowest compared entry with this formula, charge and spin (kJ/mol) = 132.3
- charge = 0
- maximum force (Eh/bohr) = 0.0909

CARTESIAN COORDINATES (ANGSTROEM)
C 1.540 0.941 -1.382
C -0.125 0.892 -0.210
C 0.408 -0.279 -1.014
O 2.491 1.139 -2.056
O 0.887 1.812 -0.566
S 1.211 -1.685 -0.222
H -1.206 1.253 -0.465
H -0.121 0.722 0.936
H -0.073 -0.612 -1.847
H 1.835 -0.809 0.606

natural (NBO) atomic charge list, values in e, 6 entries:
1. C 0.7948
2. C -0.1028
3. C -0.4613
4. O -0.5228
5. O -0.4927
6. S 0.0324

(3)
Entry from OMol25: a cluster of 2 separate species, ClH3N2OS in total at a distorted geometry (wB97M-V/def2-TZVPD).

- multiplicity = 1
- ΔE to the lowest compared entry with this formula, charge and spin (kJ/mol) = 161.9
- charge = 0
- maximum force (Eh/bohr) = 0.0714

CARTESIAN COORDINATES (ANGSTROEM)
N 1.354 -0.917 -0.261
N -1.245 -0.414 0.031
O 0.370 -0.141 1.932
S 0.332 -0.160 0.520
Cl 0.511 2.389 -0.660
H 1.675 -0.671 -1.254
H -1.684 0.350 0.679
H -1.314 -0.437 -0.987

natural (NBO) atomic charge list, values in e, 6 entries:
1. N -1.0487
2. N -0.9892
3. O -0.8138
4. S 2.1303
5. Cl -0.6030
6. H 0.4531

(4)
Entry from OMol25: a cluster of 6 separate species, H12O6 in total at a distorted geometry (wB97M-V/def2-TZVPD).

- multiplicity = 2
- ΔE to the lowest compared entry with this formula, charge and spin (kJ/mol) = 71.3
- charge = -1
- maximum force (Eh/bohr) = 0.0226

CARTESIAN COORDINATES (ANGSTROEM)
O -6.867 -11.851 25.981
H -7.683 -11.483 26.319
H -6.324 -11.088 25.780
O -9.792 -6.771 25.438
H -9.437 -5.889 25.550
H -9.116 -7.242 24.951
O -7.750 -8.345 24.559
H -7.503 -8.662 23.690
H -7.155 -8.796 25.157
O -7.707 -10.119 22.342
H -7.652 -10.311 21.406
H -8.589 -10.393 22.593
O -5.241 -9.647 24.893
H -4.908 -9.693 23.997
H -4.476 -9.814 25.443
O -9.058 -6.306 22.303
H -9.195 -7.211 22.582
H -9.933 -5.988 22.082

natural (NBO) atomic charge list, values in e, 6 entries:
1. O -0.9859
2. H 0.4473
3. H 0.4860
4. O -0.9837
5. H 0.4545
6. H 0.5027

(5)
Entry from OMol25: a structure of composition C24H23Cl4N5O3PRe (wB97M-V/def2-TZVPD).

- multiplicity = 4
- ΔE to the lowest compared entry with this formula, charge and spin (kJ/mol) = 0.0
- charge = +3
- maximum force (Eh/bohr) = 0.0040

CARTESIAN COORDINATES (ANGSTROEM)
Re -0.034 0.158 0.704
Cl 5.330 2.590 4.897
C 4.296 1.852 3.751
C 4.779 1.551 2.470
C 3.970 0.949 1.527
C 2.647 0.654 1.828
O 1.892 0.042 0.888
C 2.147 0.944 3.121
C 0.871 0.493 3.552
N -0.089 0.101 2.759
C -1.169 -0.713 3.226
C -1.817 -0.635 4.426
C -2.783 -1.612 4.757
C -3.056 -2.651 3.910
C -2.396 -2.746 2.660
C -2.573 -3.802 1.742
C -1.858 -3.818 0.568
C -1.007 -2.755 0.273
N -0.828 -1.731 1.102
C -1.481 -1.740 2.316
C 3.003 1.528 4.080
H 5.808 1.785 2.229
H 4.359 0.692 0.551
H 0.701 0.405 4.623
H -1.598 0.158 5.129
H -3.295 -1.539 5.706
H -3.773 -3.413 4.187
H -3.260 -4.606 1.978
H -1.952 -4.632 -0.136
H -0.450 -2.732 -0.655
H 2.635 1.723 5.080
C 0.158 -1.050 -4.757
N -1.054 -0.210 -4.298
C -0.776 1.270 -4.655
N 0.457 1.687 -4.086
C 1.566 0.851 -4.548
N 1.355 -0.550 -4.177
C 1.473 -0.790 -2.743
P 0.159 0.166 -1.856
C -1.317 -0.379 -2.830
C 0.414 1.831 -2.639
H 0.189 -0.967 -5.843
H -0.039 -2.082 -4.470
H -1.884 -0.515 -4.814
H -1.619 1.851 -4.284
H -0.738 1.312 -5.743
H 2.499 1.208 -4.116
H 1.637 0.923 -5.633
H 2.453 -0.469 -2.390
H 1.383 -1.856 -2.528
H -2.182 0.222 -2.546
H -1.540 -1.430 -2.640
H 1.351 2.257 -2.277
H -0.400 2.497 -2.347
Cl -1.906 4.563 0.017
C -1.736 3.039 0.745
Cl 0.218 2.622 0.725
Cl -2.245 2.966 2.384
C -2.227 1.837 -0.120
O -2.694 2.028 -1.204
O -1.975 0.668 0.423

natural (NBO) atomic charge list, values in e, 6 entries:
1. Re 1.4838
2. Cl 0.1167
3. C -0.0639
4. C -0.1025
5. C -0.2408
6. C 0.3478

(6)
Entry from OMol25: the ion C7H12N3 with charge +1 at a distorted geometry (wB97M-V/def2-TZVPD).

- multiplicity = 1
- ΔE to the lowest compared entry with this formula, charge and spin (kJ/mol) = 815.1
- structure (SMILES) = CCC1=NC#C[N@@H+](C)N1C
- charge = +1
- maximum force (Eh/bohr) = 0.0537

CARTESIAN COORDINATES (ANGSTROEM)
C -1.984 1.063 -1.995
C -2.130 -0.135 -2.169
C -0.659 1.190 -0.346
C 1.473 2.058 0.467
C -0.718 -0.720 1.115
C -0.473 -1.986 -2.019
C -0.008 2.059 0.752
N -1.307 1.884 -1.248
N -0.655 -0.146 -0.212
N -1.472 -1.019 -1.337
H 1.829 0.982 0.474
H 2.130 2.557 1.142
H 1.640 2.364 -0.519
H 0.154 -1.208 1.396
H -0.913 0.148 1.774
H -1.596 -1.415 1.237
H 0.453 -1.417 -2.346
H -0.292 -2.653 -1.216
H -0.984 -2.434 -2.843
H -0.475 3.024 0.662
H -0.244 1.633 1.768
H -2.236 -1.461 -0.727

natural (NBO) atomic charge list, values in e, 6 entries:
1. C 0.4215
2. C -0.0863
3. C 0.5106
4. C -0.6007
5. C -0.4266
6. C -0.3738

(7)
Entry from OMol25: a structure of composition C41H50BiFN9O6S2Se (wB97M-V/def2-TZVPD).

- multiplicity = 1
- ΔE to the lowest compared entry with this formula, charge and spin (kJ/mol) = 100.5
- charge = +1
- maximum force (Eh/bohr) = 0.0079

CARTESIAN COORDINATES (ANGSTROEM)
Bi -0.295 1.175 2.341
C -2.964 3.047 1.716
C -2.262 4.000 2.671
N -0.855 3.620 2.914
C -0.398 3.915 4.275
C -0.976 2.925 5.277
S -0.581 1.188 4.902
C -3.894 0.182 3.989
C -4.118 1.456 3.195
N -3.003 1.690 2.274
H -3.970 3.432 1.504
H -2.421 3.012 0.769
H -2.308 5.017 2.271
H -2.790 4.009 3.626
H -0.298 4.127 2.222
H 0.691 3.846 4.285
H -0.670 4.937 4.569
H -0.564 3.143 6.263
H -2.058 3.050 5.357
H -4.819 -0.216 4.401
H -3.161 0.346 4.773
H -5.065 1.414 2.643
H -4.197 2.283 3.903
H -3.054 0.999 1.531
C -4.297 -6.290 -0.590
C -3.262 -6.084 0.504
N -2.802 -4.696 0.592
C -3.419 -3.864 1.458
C -3.126 -2.550 1.631
C -3.925 -1.836 2.669
O -4.996 -2.215 3.074
O -3.270 -0.769 3.108
C -2.107 -1.924 0.804
O -1.790 -0.741 0.809
C -1.442 -2.851 -0.138
C -0.427 -2.336 -0.946
C 0.202 -3.157 -1.836
F 1.230 -2.678 -2.567
C -0.175 -4.492 -2.009
C -1.185 -5.002 -1.207
C -1.805 -4.198 -0.244
N 0.432 -5.323 -2.982
C 1.057 -4.774 -4.174
C 1.165 -5.907 -5.210
N 0.124 -6.937 -4.871
C 0.489 -7.662 -3.598
C 0.996 -6.602 -2.605
H -4.608 -7.335 -0.626
H -3.900 -6.011 -1.568
H -5.180 -5.679 -0.403
H -2.393 -6.725 0.363
H -3.670 -6.344 1.479
H -4.204 -4.307 2.059
H -0.130 -1.295 -0.837
H -1.511 -6.021 -1.367
H 2.058 -4.371 -4.001
H 0.438 -3.967 -4.560
H 2.122 -6.424 -5.173
H 0.993 -5.559 -6.225
H -0.023 -7.593 -5.634
H -0.753 -6.441 -4.699
H 1.245 -8.401 -3.852
H -0.411 -8.169 -3.255
H 2.092 -6.569 -2.618
H 0.699 -6.867 -1.594
C 5.244 3.226 -4.370
C 4.013 2.832 -3.600
C 4.053 2.663 -2.218
C 2.917 2.311 -1.509
C 1.716 2.131 -2.180
C 1.656 2.283 -3.557
C 2.801 2.630 -4.257
S 0.264 1.708 -1.245
O 0.637 0.542 -0.450
O -0.793 1.509 -2.214
N 0.018 2.863 -0.199
C -0.201 4.170 -0.584
C -0.436 4.628 -1.898
C -0.599 5.978 -2.121
C -0.552 6.873 -1.057
C -0.354 6.343 0.200
N -0.183 5.042 0.443
H 6.095 3.373 -3.705
H 5.081 4.155 -4.920
H 5.514 2.460 -5.099
H 4.989 2.810 -1.689
H 2.960 2.177 -0.436
H 0.712 2.133 -4.065
H 2.752 2.759 -5.333
H -0.523 3.930 -2.714
H -0.776 6.335 -3.129
H -0.677 7.937 -1.198
H -0.326 6.991 1.071
C 1.220 -1.475 1.991
O 0.630 -0.666 2.981
H 1.477 -2.453 2.415
H 2.147 -1.038 1.587
H 0.556 -1.646 1.132
Se 2.748 0.755 4.150
N 2.041 1.850 2.911
C 2.986 2.697 2.522
C 2.806 3.775 1.601
C 3.873 4.562 1.319
C 5.163 4.346 1.912
C 5.367 3.348 2.803
C 4.268 2.499 3.146
N 4.324 1.516 4.032
H 1.835 3.940 1.154
H 3.750 5.383 0.622
H 5.977 5.008 1.646
H 6.326 3.177 3.275

Mulliken atomic charge list, values in e, 6 entries:
1. Bi 3.1060
2. C -1.2387
3. C -0.6895
4. N 0.1857
5. C -0.7174
6. C -0.6629

(8)
Entry from OMol25: a structure of composition C34H14Cl2F15OSi at a distorted geometry (wB97M-V/def2-TZVPD).

- multiplicity = 1
- energy (eV) = -111207.4220
- charge = +1
- maximum force (Eh/bohr) = 0.0437

CARTESIAN COORDINATES (ANGSTROEM)
C -1.388 -1.304 -1.189
C -0.110 -0.775 -0.685
C 1.116 -1.347 -1.069
O -0.187 0.188 0.230
Si 0.477 0.076 1.835
C 1.929 1.215 1.930
C 2.913 1.032 2.903
F 2.827 -0.006 3.782
C 4.025 1.862 3.028
F 4.957 1.662 3.986
C 4.180 2.931 2.142
F 5.234 3.764 2.223
C 3.208 3.158 1.166
F 3.309 4.191 0.306
C 2.094 2.325 1.091
F 1.123 2.607 0.192
C -0.860 0.733 2.930
C -0.910 0.348 4.270
F -0.013 -0.549 4.772
C -1.873 0.826 5.152
F -1.903 0.446 6.448
C -2.832 1.728 4.684
F -3.767 2.245 5.502
C -2.818 2.127 3.346
F -3.713 3.010 2.860
C -1.842 1.628 2.494
F -1.841 2.020 1.199
C 0.812 -1.772 2.113
C 2.065 -2.355 1.915
F 3.093 -1.598 1.432
C 2.311 -3.697 2.139
F 3.547 -4.201 1.947
C 1.286 -4.532 2.564
F 1.530 -5.831 2.811
C 0.014 -4.006 2.726
F -0.993 -4.788 3.143
C -0.208 -2.659 2.466
F -1.486 -2.198 2.534
H -1.135 -1.931 -2.070
H -1.935 -1.926 -0.433
H -2.062 -0.469 -1.438
H 2.062 -0.886 -0.669
H 1.033 -2.492 -1.157
Cl 7.434 -3.635 -0.302
C 5.923 -3.085 -0.910
C 5.840 -1.884 -1.622
C 4.613 -1.452 -2.132
C 3.491 -2.267 -2.018
C 2.191 -1.772 -2.629
C 1.691 -2.570 -3.767
C 0.871 -1.925 -4.719
C -0.046 -2.689 -5.440
C -0.105 -4.078 -5.260
Cl -1.385 -5.015 -5.914
C 0.924 -4.737 -4.572
C 1.864 -3.964 -3.873
C 3.554 -3.458 -1.302
C 4.794 -3.894 -0.809
H 6.720 -1.281 -1.733
H 4.495 -0.441 -2.565
H 2.251 -0.713 -2.909
H 0.872 -0.830 -4.827
H -0.822 -2.224 -6.043
H 0.924 -5.816 -4.467
H 2.653 -4.468 -3.313
H 2.630 -4.022 -1.105
H 4.867 -4.850 -0.298

natural (NBO) atomic charge list, values in e, 6 entries:
1. C -0.7215
2. C 0.6340
3. C -0.6308
4. O -0.7733
5. Si 1.9137
6. C -0.7042

(9)
Entry from OMol25: a structure of composition C30H24N4O4Pb at a distorted geometry (wB97M-V/def2-TZVPD).

- multiplicity = 1
- ΔE to the lowest compared entry with this formula, charge and spin (kJ/mol) = 163.6
- charge = 0
- maximum force (Eh/bohr) = 0.0261

CARTESIAN COORDINATES (ANGSTROEM)
Pb -0.812 -0.009 0.985
O -1.872 3.523 0.242
C -2.460 3.098 1.233
C -2.150 3.543 2.582
C -2.975 3.306 3.625
C -4.175 2.558 3.464
C -4.454 1.998 2.266
C -3.575 2.134 1.140
C -3.835 1.301 0.079
N -3.145 0.981 -1.031
C -3.486 -0.261 -1.716
C -2.290 -1.142 -2.080
N -1.432 -1.524 -0.973
C -0.719 -2.577 -1.206
C 0.275 -3.202 -0.414
C 1.087 -4.152 -1.068
C 2.100 -4.802 -0.422
C 2.286 -4.577 0.948
C 1.487 -3.702 1.628
C 0.486 -2.937 0.975
O -0.209 -2.091 1.643
H -1.237 4.108 2.696
H -2.735 3.692 4.604
H -4.835 2.421 4.308
H -5.317 1.357 2.152
H -4.755 0.732 0.146
H -4.025 -0.027 -2.642
H -4.147 -0.836 -1.067
H -1.679 -0.648 -2.845
H -2.714 -2.037 -2.556
H -0.869 -3.074 -2.175
H 0.911 -4.329 -2.121
H 2.743 -5.489 -0.951
H 3.071 -5.107 1.470
H 1.626 -3.540 2.686
O -1.804 1.349 -1.125
C -1.356 1.644 -2.392
C -2.222 2.120 -3.368
C -1.762 2.420 -4.639
C -0.421 2.241 -4.941
C 0.441 1.772 -3.972
C 0.013 1.441 -2.675
C 1.038 0.976 -1.776
N 0.983 0.529 -0.562
N 2.187 0.271 -0.025
C 2.242 0.170 1.292
O 1.270 0.341 2.078
C 3.588 -0.088 1.848
C 4.645 -0.483 1.030
C 5.886 -0.733 1.583
C 6.087 -0.588 2.946
C 5.042 -0.186 3.761
C 3.796 0.055 3.217
H -3.263 2.279 -3.122
H -2.447 2.786 -5.389
H -0.038 2.474 -5.922
H 1.486 1.639 -4.212
H 2.047 1.057 -2.188
H 4.467 -0.606 -0.028
H 6.705 -1.045 0.951
H 7.057 -0.795 3.370
H 5.206 -0.067 4.821
H 2.961 0.342 3.838

natural (NBO) atomic charge list, values in e, 6 entries:
1. Pb 1.4434
2. O -0.5844
3. C 0.4641
4. C -0.2563
5. C -0.1649
6. C -0.2832

(10)
Entry from OMol25: a structure of composition CH2INO2 at a distorted geometry (wB97M-V/def2-TZVPD).

- multiplicity = 1
- ΔE to the lowest compared entry with this formula, charge and spin (kJ/mol) = 11.1
- charge = 0
- maximum force (Eh/bohr) = 0.0566

CARTESIAN COORDINATES (ANGSTROEM)
C 0.159 -0.261 -0.055
N -1.130 0.141 0.109
O 0.519 -1.406 -0.029
O 1.016 0.828 -0.074
I 2.889 0.307 0.017
H -1.874 -0.492 0.333
H -1.579 0.883 -0.301

natural (NBO) atomic charge list, values in e, 6 entries:
1. C 0.8753
2. N -0.8413
3. O -0.6033
4. O -0.7040
5. I 0.4792
6. H 0.3998

(11)
Entry from OMol25: an isolated molecule of C4H9NS at a distorted geometry (wB97M-V/def2-TZVPD).

- multiplicity = 1
- ΔE to the lowest compared entry with this formula, charge and spin (kJ/mol) = 164.5
- structure (SMILES) = CCNCC=S
- charge = 0
- maximum force (Eh/bohr) = 0.0540

CARTESIAN COORDINATES (ANGSTROEM)
C 2.298 0.295 -0.072
C 1.007 -0.442 -0.138
C -1.384 -0.444 0.147
C -2.548 0.542 -0.006
H 2.619 0.633 0.886
H 3.101 -0.406 -0.337
H 2.311 1.186 -0.701
H 1.027 -0.980 -1.170
H 0.976 -1.230 0.705
H -0.048 1.065 0.667
H -1.333 -1.028 1.061
H -1.467 -1.155 -0.692
H -2.230 1.603 -0.163
N -0.201 0.382 -0.088
S -4.128 -0.020 -0.099

natural (NBO) atomic charge list, values in e, 6 entries:
1. C -0.6265
2. C -0.2113
3. C -0.3126
4. C -0.2082
5. H 0.2030
6. H 0.2193

(12)
Entry from OMol25: an isolated molecule of C4H5FO4S at a distorted geometry (wB97M-V/def2-TZVPD).

- multiplicity = 1
- ΔE to the lowest compared entry with this formula, charge and spin (kJ/mol) = 254.2
- structure (SMILES) = O=C1OCC[C@@H]1S(=O)(=O)F
- charge = 0
- maximum force (Eh/bohr) = 0.1176

CARTESIAN COORDINATES (ANGSTROEM)
O 1.309 -2.384 0.125
C 1.103 -1.156 0.027
O 2.079 -0.213 0.523
C 1.394 1.061 0.685
C 0.228 1.050 -0.457
C -0.195 -0.480 -0.668
S -1.864 -0.729 0.096
O -1.674 -1.241 1.493
O -2.727 0.510 0.072
F -2.730 -1.906 -0.770
H 1.026 1.289 1.754
H 1.969 2.014 0.367
H 0.754 1.305 -1.438
H -0.530 1.815 -0.088
H -0.143 -0.936 -1.721

natural (NBO) atomic charge list, values in e, 6 entries:
1. O -0.5021
2. C 0.7867
3. O -0.4854
4. C -0.0884
5. C -0.4457
6. C -0.5591

(13)
Entry from OMol25: an isolated molecule of C4H6N2O at a distorted geometry (wB97M-V/def2-TZVPD).

- multiplicity = 1
- ΔE to the lowest compared entry with this formula, charge and spin (kJ/mol) = 384.0
- structure (SMILES) = O=C[C@@H]1CC=NN1
- charge = 0
- maximum force (Eh/bohr) = 0.1298

CARTESIAN COORDINATES (ANGSTROEM)
C -1.617 0.423 -0.025
C -0.289 0.501 0.736
C 0.893 1.185 -0.129
C 1.488 0.072 -0.772
H -2.139 1.542 -0.059
H -0.597 1.218 1.671
H 1.764 1.367 0.640
H 0.523 2.021 -0.653
H 2.162 0.082 -1.718
H -0.407 -1.486 0.903
N 1.320 -1.072 -0.143
N 0.415 -0.779 0.983
O -2.037 -0.609 -0.690

natural (NBO) atomic charge list, values in e, 6 entries:
1. C 0.3950
2. C -0.1676
3. C -0.4691
4. C 0.0126
5. H 0.1266
6. H 0.2258